# 1
34
Properties=species:S:1:pos:R:3:forces:R:3:nbo_charge:R:1 method="wB97M-V/def2-TZVPD" e_homo_ev=-14.4 charge=+2 energy_ha=-2635.30251 lumo_energy_ev=-6.5
Sc -0.1572 -0.0814 0.7586 -0.08 0.17 0.14 1.20
S -0.4454 0.3761 3.0594 -0.21 -0.02 0.20 -0.10
C 0.6763 1.6380 2.5971 -0.21 0.01 -0.37 -0.25
C 1.7093 1.8941 3.5456 0.31 0.07 0.19 0.19
N 2.5260 2.0998 4.3261 0.03 -0.02 0.00 -0.16
C 0.6840 2.3348 1.4149 -0.58 -0.42 -0.01 -0.29
S -0.4538 2.1442 0.0666 -0.16 0.23 0.07 -0.13
C 1.7428 3.2387 1.1163 0.52 0.05 -0.01 0.21
N 2.6316 3.8844 0.7780 -0.05 0.05 -0.03 -0.21
S 1.9080 -1.1784 -0.0247 0.20 -0.30 -0.09 -0.24
C 2.9066 -0.1078 -0.9402 -0.09 0.39 -0.01 0.39
N 4.0888 -0.4727 -1.3989 0.12 -0.14 0.06 -0.53
C 4.7501 0.6005 -2.1483 0.04 0.09 -0.12 -0.23
C 3.8290 1.8020 -1.8654 0.06 0.07 -0.04 -0.23
N 2.6565 1.1547 -1.2582 0.12 -0.01 -0.04 -0.56
H 4.4666 -1.4006 -1.2980 -0.09 -0.02 0.06 0.44
H 4.7873 0.3468 -3.2076 -0.01 -0.01 0.02 0.22
H 5.7630 0.7621 -1.7885 -0.01 -0.04 0.02 0.24
H 3.5476 2.3324 -2.7715 0.00 -0.01 0.02 0.24
H 4.2679 2.5097 -1.1617 -0.04 -0.02 0.01 0.24
H 1.8689 1.6845 -0.9153 -0.02 -0.15 -0.06 0.44
N -5.3851 -3.0600 -0.2986 -0.09 -0.08 -0.04 -0.67
C -4.6946 -1.8059 0.1392 0.48 0.37 0.16 -0.24
C -3.1655 -1.9351 0.0551 -0.03 -0.06 -0.05 -0.24
N -2.4906 -0.7137 0.5371 -0.13 -0.05 0.02 -0.86
H -6.4024 -2.9427 -0.2452 0.02 -0.07 -0.03 0.47
H -5.1376 -3.8593 0.2932 -0.03 0.00 -0.04 0.45
H -5.1524 -3.3009 -1.2671 -0.05 -0.04 0.03 0.45
H -5.0021 -1.5991 1.1639 -0.11 -0.05 -0.03 0.24
H -5.0426 -0.9970 -0.5027 -0.10 -0.06 0.01 0.24
H -2.8601 -2.1175 -0.9768 0.01 -0.02 0.01 0.22
H -2.8213 -2.7747 0.6614 0.00 -0.02 -0.02 0.22
H -2.7413 -0.5557 1.5159 0.08 0.08 -0.05 0.42
H -2.8584 0.0996 0.0404 0.10 0.02 0.02 0.41

# 2
10
Properties=species:S:1:pos:R:3:forces:R:3:nbo_charge:R:1 method="wB97M-V/def2-TZVPD" e_homo_ev="-8.6 / -8.6" energy_ha=-706.55423 lumo_energy_ev="0.2 / 0.2"
C 2.7775 -0.1293 -0.2008 -0.98 1.89 0.39 0.67
C 0.6066 0.5725 -0.1413 3.17 0.81 -2.27 -0.14
N -0.0878 -0.3674 0.5130 -0.83 -0.61 0.21 -0.72
O 3.7659 0.5410 -0.1523 -1.29 -1.10 -0.32 -0.59
F 2.7976 -1.4180 0.2906 0.00 -0.04 -0.13 -0.40
S -0.5744 -1.8848 -0.1655 0.86 0.06 -0.24 0.20
H 0.3658 0.8146 -1.2170 0.25 -0.64 1.37 0.23
H 1.0432 1.4411 0.3948 -0.86 -0.80 -0.03 0.24
H 0.2945 -0.5088 1.4241 -0.25 -0.19 0.73 0.40
H -1.8826 -1.7393 -0.4235 -0.08 0.64 0.29 0.11